{"formula": "C37H78N4O4P", "method": "the ωB97M-V functional and the def2-TZVPD basis", "symbols": ["C", "C", "C", "N", "P", "C", "C", "C", "C", "C", "C", "O", "C", "H", "H", "H", "H", "H", "H", "H", "H", "H", "H", "H", "H", "H", "H", "H", "H", "H", "H", "H", "H", "H", "H", "H", "H", "C", "C", "C", "C", "C", "C", "N", "O", "C", "C", "C", "H", "H", "H", "H", "H", "H", "H", "H", "H", "H", "H", "H", "H", "H", "H", "H", "H", "H", "C", "C", "C", "C", "C", "C", "N", "O", "C", "C", "C", "H", "H", "H", "H", "H", "H", "H", "H", "H", "H", "H", "H", "H", "H", "H", "H", "H", "H", "C", "C", "C", "C", "C", "C", "N", "O", "C", "C", "C", "H", "H", "H", "H", "H", "H", "H", "H", "H", "H", "H", "H", "H", "H", "H", "H", "H", "H"], "coordinates": [[-0.71080, 7.38982, -5.69798], [-0.98606, 6.18884, -6.59815], [-0.22218, 4.92598, -6.19213], [-1.04268, 3.87146, -5.57222], [-2.29010, 4.09229, -4.43368], [-3.81055, 4.39825, -5.46292], [-4.84284, 3.26444, -5.37507], [-6.27580, 3.73770, -5.61320], [-6.55024, 4.13154, -7.07815], [-7.11108, 5.54395, -7.24539], [-8.59167, 5.60717, -6.87880], [-9.05265, 6.91057, -6.57691], [-8.59758, 7.41814, -5.33936], [-0.85900, 7.14018, -4.64573], [-1.37121, 8.22545, -5.93858], [0.31926, 7.73501, -5.80991], [-0.71354, 6.44944, -7.62372], [-2.05768, 5.97716, -6.61730], [0.24697, 4.46919, -7.06740], [0.59956, 5.19355, -5.51592], [-0.40151, 3.17617, -5.20508], [-2.09167, 5.44782, -4.05995], [-3.46590, 4.52789, -6.49196], [-4.27338, 5.34183, -5.15671], [-4.59430, 2.50542, -6.12473], [-4.77299, 2.76350, -4.40527], [-6.97160, 2.96247, -5.28424], [-6.46436, 4.60485, -4.96891], [-7.25310, 3.41835, -7.52178], [-5.63154, 4.03968, -7.66326], [-6.56435, 6.24084, -6.60252], [-6.97175, 5.89553, -8.27028], [-9.20172, 5.27182, -7.71932], [-8.79669, 4.93434, -6.03356], [-7.84794, 8.20003, -5.48684], [-9.44596, 7.84252, -4.79918], [-8.15908, 6.63265, -4.71512], [4.20152, 0.20928, -5.05837], [3.45411, 1.30074, -4.27405], [3.61929, 1.13818, -2.75442], [2.85396, -0.04416, -2.17685], [1.37756, 0.03112, -2.54316], [1.13771, 0.12890, -4.05694], [1.97629, 1.27495, -4.56427], [1.40964, 2.41171, -4.53443], [1.48076, -1.18502, -4.75630], [-0.32663, 0.45009, -4.33639], [3.98977, 2.66328, -4.70497], [5.14120, 0.61787, -5.42853], [4.43961, -0.65849, -4.44367], [3.63140, -0.12750, -5.92066], [3.26961, 2.05916, -2.27796], [4.68888, 1.05095, -2.54060], [3.28916, -0.99044, -2.51088], [2.95521, -0.03579, -1.09023], [0.83895, -0.84402, -2.16900], [0.93056, 0.91144, -2.07156], [1.41974, -1.07408, -5.83957], [0.74187, -1.92648, -4.45032], [2.46133, -1.57420, -4.50013], [-0.66696, 1.31341, -3.76939], [-0.92757, -0.41205, -4.04312], [-0.48967, 0.64456, -5.39718], [3.80504, 2.83031, -5.76693], [5.06723, 2.67322, -4.53239], [3.52882, 3.47239, -4.14607], [5.73426, -0.90695, 2.60723], [4.51337, -1.57306, 1.94811], [3.33578, -0.59631, 1.79928], [2.66220, -0.24286, 3.11930], [2.21820, -1.50472, 3.85045], [3.36585, -2.49907, 4.08308], [4.01981, -2.74429, 2.74883], [3.50266, -3.68199, 2.06218], [4.34836, -1.96467, 5.12472], [2.81914, -3.82604, 4.59124], [4.92906, -2.08437, 0.57231], [6.45492, -0.63882, 1.83515], [5.47542, 0.00430, 3.14589], [6.23270, -1.58257, 3.29809], [2.59573, -1.05363, 1.13494], [3.70850, 0.30370, 1.29928], [3.32808, 0.35537, 3.74711], [1.79008, 0.38256, 2.91817], [1.77682, -1.26238, 4.82092], [1.44822, -2.01080, 3.26038], [5.21965, -2.61621, 5.20325], [3.83831, -1.96517, 6.08877], [4.68764, -0.95146, 4.92959], [2.04878, -4.22214, 3.93490], [2.39187, -3.67501, 5.58488], [3.61601, -4.56724, 4.66722], [5.71342, -2.83700, 0.66220], [5.32257, -1.23854, 0.00382], [4.09647, -2.52344, 0.02982], [-0.83017, -7.26157, 7.28785], [0.30886, -6.43003, 7.90258], [0.55530, -6.78616, 9.37784], [-0.54555, -6.30289, 10.31350], [-0.77528, -4.80371, 10.15874], [-1.08939, -4.39518, 8.71174], [0.01412, -4.95492, 7.85088], [1.04629, -4.20890, 7.76890], [-2.47109, -4.88786, 8.28715], [-1.06313, -2.87708, 8.56824], [1.57579, -6.67556, 7.09284], [-0.40102, -8.07157, 6.69916], [-1.47661, -7.71015, 8.04196], [-1.44606, -6.66549, 6.61877], [1.50518, -6.33301, 9.67654], [0.67713, -7.87092, 9.44759], [-1.47340, -6.85376, 10.13575], [-0.25754, -6.51907, 11.34416], [-1.59779, -4.46721, 10.79609], [0.12298, -4.26462, 10.47344], [-2.63953, -4.69941, 7.22620], [-3.21341, -4.32298, 8.85257], [-2.64048, -5.94206, 8.48430], [-0.12908, -2.45852, 8.93099], [-1.89202, -2.46093, 9.14345], [-1.18433, -2.58918, 7.52329], [1.43612, -6.36712, 6.05562], [1.79134, -7.74560, 7.11182], [2.42821, -6.13688, 7.49652]], "forces_ev_per_a": [[0.0, 0.0, 0.0], [0.0, 0.0, -0.1], [0.0, -0.1, 0.0], [0.2, 0.0, 0.2], [0.0, 0.1, -0.1], [0.0, 0.0, -0.1], [0.1, -0.1, -0.1], [0.0, 0.0, 0.0], [0.0, 0.0, -0.1], [-0.1, 0.0, 0.0], [0.0, 0.0, 0.0], [-0.1, 0.0, 0.0], [0.0, 0.0, 0.0], [0.0, 0.0, 0.0], [0.0, 0.0, 0.0], [0.0, 0.0, 0.0], [0.0, 0.0, 0.0], [0.1, 0.0, 0.0], [0.0, 0.1, 0.0], [0.0, 0.1, 0.0], [-0.1, -0.2, -0.1], [0.0, 0.0, 0.0], [-0.2, 0.0, 0.0], [0.1, 0.0, 0.1], [0.0, -0.1, 0.1], [0.0, 0.1, 0.0], [0.0, 0.0, 0.0], [0.0, 0.0, 0.0], [0.0, 0.0, 0.0], [0.0, 0.0, 0.1], [0.1, -0.1, 0.0], [-0.1, 0.0, 0.0], [0.0, -0.1, 0.0], [0.0, 0.0, 0.0], [0.0, 0.0, 0.0], [0.0, 0.0, -0.1], [0.0, 0.0, 0.0], [0.0, 0.0, 0.0], [-0.2, 0.0, 0.0], [0.2, 0.0, 0.0], [0.0, 0.0, 0.0], [-0.1, -0.1, 0.0], [0.1, 0.2, 0.0], [0.2, -0.4, 0.2], [-0.2, 0.3, -0.1], [0.0, 0.0, 0.0], [0.1, 0.0, 0.1], [0.0, -0.1, 0.0], [0.0, 0.0, 0.0], [0.0, 0.0, 0.0], [0.0, 0.0, 0.0], [0.0, 0.0, 0.0], [0.0, 0.0, 0.0], [0.0, 0.0, 0.0], [0.0, 0.0, 0.0], [0.0, 0.0, 0.0], [0.0, 0.0, 0.0], [0.0, 0.0, 0.0], [0.0, 0.0, 0.0], [0.0, 0.0, 0.0], [0.0, 0.0, 0.0], [0.0, 0.0, 0.0], [0.0, 0.0, 0.0], [0.0, 0.0, 0.0], [0.0, 0.0, 0.0], [0.0, 0.0, 0.0], [0.0, 0.0, 0.0], [-0.1, -0.1, 0.0], [0.1, 0.1, -0.1], [0.0, 0.0, 0.0], [0.0, 0.0, 0.1], [0.0, 0.0, -0.1], [-0.1, 0.3, 0.2], [0.0, -0.3, -0.1], [0.0, 0.0, 0.0], [-0.1, 0.0, 0.1], [0.0, 0.0, 0.0], [0.0, 0.1, 0.0], [0.0, 0.0, 0.0], [0.0, 0.0, 0.0], [0.0, 0.0, 0.0], [-0.1, 0.0, 0.0], [0.0, 0.0, 0.0], [0.0, 0.0, 0.0], [0.0, 0.0, 0.0], [0.0, 0.0, 0.0], [0.0, 0.0, 0.0], [0.0, 0.0, 0.0], [0.0, 0.0, 0.0], [0.0, 0.0, 0.0], [0.0, 0.0, 0.0], [0.0, 0.0, 0.0], [0.0, 0.0, 0.0], [0.0, 0.0, 0.0], [0.0, 0.0, 0.0], [0.0, 0.0, 0.0], [0.0, 0.2, 0.0], [0.0, -0.1, -0.1], [0.0, 0.0, 0.0], [-0.1, 0.1, 0.0], [0.2, 0.0, -0.1], [-0.1, -0.1, 0.3], [0.0, 0.1, -0.1], [0.0, 0.0, 0.0], [0.0, 0.0, 0.0], [0.1, 0.0, 0.0], [0.0, 0.0, 0.0], [0.0, 0.0, 0.0], [0.0, 0.0, -0.1], [0.0, 0.0, 0.0], [0.0, 0.0, 0.0], [0.0, 0.0, 0.0], [0.0, 0.0, 0.0], [0.0, 0.0, 0.0], [0.0, 0.0, 0.0], [0.0, 0.0, 0.0], [0.0, 0.0, 0.0], [0.0, 0.0, 0.0], [0.0, 0.0, 0.0], [0.0, 0.0, 0.0], [0.0, 0.0, 0.0], [0.0, 0.0, 0.0], [0.0, 0.0, 0.0], [0.0, 0.0, 0.0]], "lowdin_charge": [-0.12, -0.26, -0.28, -0.30, 0.88, -0.43, -0.29, -0.22, -0.20, -0.19, -0.24, -0.19, -0.12, 0.05, 0.07, 0.07, 0.10, 0.07, 0.10, 0.11, -0.01, -0.07, 0.06, 0.07, 0.11, 0.08, 0.11, 0.10, 0.11, 0.10, 0.10, 0.11, 0.13, 0.12, 0.09, 0.08, 0.08, -0.02, -0.47, -0.13, -0.17, -0.12, -0.48, -0.10, -0.05, -0.03, -0.04, -0.04, 0.08, 0.08, 0.08, 0.13, 0.13, 0.11, 0.09, 0.13, 0.13, 0.09, 0.09, 0.06, 0.06, 0.09, 0.09, 0.09, 0.09, 0.08, -0.02, -0.47, -0.14, -0.17, -0.13, -0.48, -0.12, -0.03, -0.03, -0.04, -0.05, 0.08, 0.07, 0.08, 0.12, 0.12, 0.10, 0.11, 0.13, 0.13, 0.09, 0.09, 0.06, 0.08, 0.07, 0.09, 0.09, 0.08, 0.08, -0.02, -0.48, -0.13, -0.18, -0.13, -0.49, -0.11, -0.04, -0.03, -0.04, -0.04, 0.08, 0.07, 0.08, 0.12, 0.13, 0.10, 0.11, 0.12, 0.12, 0.09, 0.09, 0.06, 0.08, 0.09, 0.09, 0.09, 0.09, 0.08], "e_lumo_ev": [0.65, 0.60], "spin_multiplicity": 4, "total_charge": 0, "fmax_ev_per_a": 0.5}